C4H6O2 in the gas phase at a distorted geometry. Source: the Open Molecules 2025 dataset; level of theory: wB97M-V/def2-TZVPD.

Cartesian coordinates (Å):
O (-2.39, 0.17, 0.04)
C (-1.66, -0.72, 0.44)
C (-0.22, -0.68, -0.22)
C (0.29, 0.76, -0.46)
C (1.52, 0.28, 0.32)
O (0.94, -1.02, 0.52)
H (-2.53, -1.12, 0.98)
H (-0.31, -1.27, -1.15)
H (-0.30, 1.54, 0.01)
H (0.49, 1.04, -1.51)
H (1.71, 0.79, 1.28)
H (2.46, 0.23, -0.25)

The lowest unoccupied orbital energy comes out at 0.032 hartree. The total energy comes out at -8336.8485 eV. The net charge is 0. The calculation puts the energy above the lowest of the compared OMol25 structures with the same formula, charge and spin at 83.31 kcal/mol. As for the SMILES: O=C[C@H]1CCO1. Its frontier orbital gap is 10.21 eV.